The following is a quantum chemistry calculation of a cluster of 2 separate species, C2H12OSi3 in total, from OMol25.

The value obtained for the HOMO energy is -8.015 eV. The structure (SMILES) is CC[SiH]=[SiH2].O[SiH3]. Its charge is 0. The value obtained for the LUMO energy is -1.52 eV. The value obtained for the gap between HOMO and LUMO is 6.50 eV. As for the energy above the lowest of the compared OMol25 structures with the same formula, charge and spin: 4.081 eV.

Bonds (Å) are listed after each position.
Atoms and positions in Å:
1 C 1.505 2.045 -0.260  C2 1.499, H5 1.030, H6 1.082, H7 1.127
2 C 0.952 1.106 0.769  C1 1.499, Si3 1.918, H8 1.126, H9 1.064
3 Si 0.985 -0.683 0.079  C2 1.918, Si4 2.267, H10 1.543
4 Si 3.195 -1.146 -0.123  Si3 2.267, H11 1.499, H12 1.605
5 H 1.737 3.008 0.019  C1 1.030
6 H 2.425 1.551 -0.544  C1 1.082
7 H 0.850 2.130 -1.173  C1 1.127
8 H -0.009 1.416 1.268  C2 1.126
9 H 1.677 1.206 1.541  C2 1.064
10 H -0.543 -0.821 -0.089  Si3 1.543
11 H 3.358 -2.264 -1.108  Si4 1.499
12 H 3.033 -2.317 0.964  Si4 1.605
13 O -2.779 0.107 -0.640  Si14 1.640, H15 1.037
14 Si -3.513 -1.159 0.100  O13 1.640, H16 1.462, H17 1.485, H18 1.489
15 H -1.933 -0.024 -1.224  O13 1.037
16 H -2.599 -1.313 1.230  Si14 1.462
17 H -3.441 -2.223 -0.934  Si14 1.485
18 H -4.900 -0.620 0.123  Si14 1.489